75
Properties=species:S:1:pos:R:3:lowdin_charge:R:1 method="wB97M-V/def2-TZVPD" relative_energy_kj_mol=0.0 multiplicity=1 e_lumo_ev=-1.389 homo_energy_ev=-8.8
Pb -2.29 3.40 -0.20 1.69
O -0.03 5.11 3.27 0.13
C -0.06 4.03 2.46 -0.76
O 0.58 3.01 2.80 -0.01
O -0.69 4.14 1.36 -0.23
H 0.26 4.74 4.11 0.13
O 1.42 1.35 0.56 0.05
C 0.35 0.78 -0.11 -0.70
O 0.47 -0.35 -0.58 -0.01
O -0.70 1.50 -0.15 -0.18
H 0.89 2.12 0.86 0.07
C 0.23 0.17 -4.36 -0.68
O 0.03 0.25 -5.56 0.02
N 1.49 0.29 -3.80 0.16
N -0.77 0.08 -3.42 0.16
H 1.55 0.16 -2.80 0.05
H 2.29 0.01 -4.33 0.10
H -1.70 -0.21 -3.64 0.10
H -0.52 0.36 -2.49 0.05
C -2.02 0.01 3.23 -0.66
O -1.14 -0.74 3.61 0.04
N -3.32 -0.39 3.14 0.16
N -1.80 1.35 3.02 0.18
H -4.09 0.25 3.10 0.09
H -3.51 -1.30 3.54 0.11
H -0.86 1.74 3.02 0.05
H -2.59 1.87 2.69 0.08
C 2.30 -0.28 4.19 -0.67
O 2.79 -1.32 4.57 0.03
N 1.32 0.42 4.85 0.15
N 2.63 0.30 2.98 0.16
H 0.99 -0.09 5.65 0.10
H 0.70 1.04 4.36 0.05
H 2.04 1.01 2.58 0.04
H 3.36 -0.19 2.49 0.08
C 4.22 -1.10 -0.85 -0.68
O 5.29 -1.57 -1.16 0.03
N 4.08 -0.02 -0.02 0.16
N 3.03 -1.60 -1.31 0.15
H 3.19 0.42 0.13 0.05
H 4.95 0.31 0.35 0.11
H 2.11 -1.32 -1.03 0.03
H 3.13 -2.43 -1.88 0.10
C -0.42 -4.10 1.47 -0.66
O -0.87 -4.81 2.34 0.03
N 0.31 -4.59 0.40 0.14
N -0.60 -2.76 1.38 0.18
H 0.49 -5.57 0.30 0.09
H 0.86 -3.88 -0.05 0.06
H -1.22 -2.23 1.97 0.07
H -0.21 -2.26 0.60 0.05
C 0.79 4.26 -1.68 -0.61
O -0.43 4.24 -1.43 -0.19
N 1.26 4.34 -2.95 0.20
N 1.69 4.26 -0.68 0.22
H 2.24 4.15 -3.07 0.11
H 0.60 4.21 -3.69 0.12
H 2.68 4.28 -0.83 0.12
H 1.29 4.17 0.24 0.09
C -3.70 0.21 -0.74 -0.63
O -3.77 1.43 -0.40 -0.24
N -2.61 -0.52 -0.58 0.23
N -4.76 -0.38 -1.38 0.17
H -1.83 -0.03 -0.16 0.06
H -2.50 -1.44 -1.00 0.06
H -5.08 -1.29 -1.09 0.11
H -5.47 0.26 -1.68 0.10
C -1.42 -3.50 -2.50 -0.65
O -2.34 -3.04 -1.82 0.00
N -1.63 -4.45 -3.45 0.16
N -0.16 -3.01 -2.45 0.17
H -0.86 -5.03 -3.71 0.10
H -2.55 -4.84 -3.55 0.11
H 0.53 -3.19 -3.15 0.11
H 0.06 -2.18 -1.91 0.06